# 1
{
  "formula": "C4H6N2",
  "method": "ωB97M-V/def2-TZVPD",
  "charge": 0,
  "relative_energy_ev": 3.9503,
  "lumo_energy_ev": 0.112,
  "orbital_gap_ev": 10.021,
  "species": ["C", "N", "C", "C", "C", "N", "H", "H", "H", "H", "H", "H"],
  "positions_angstrom": [[-0.81, -0.42, 1.35], [-0.16, -0.62, 0.08], [1.17, -0.11, -0.18], [-0.07, 0.50, -0.76], [-0.67, 0.31, -2.18], [0.30, 0.25, -2.83], [-1.89, -0.42, 1.18], [-0.52, 0.54, 1.82], [-0.55, -1.24, 2.02], [1.84, -0.75, -0.75], [1.65, 0.48, 0.61], [-0.31, 1.50, -0.42]]
}

=====

# 2
{
  "formula": "C4H11NO2",
  "method": "ωB97M-V/def2-TZVPD",
  "charge": 1,
  "relative_energy_ev": 1.3044,
  "spin_multiplicity": 2,
  "s_squared": 0.757,
  "lumo_energy_ev": [-4.560, -8.586],
  "orbital_gap_ev": [9.146, 5.107],
  "species": ["C", "C", "O", "C", "H", "H", "H", "H", "H", "H", "N", "C", "O", "H", "H", "H", "H", "H"],
  "positions_angstrom": [[2.30, -0.87, 1.26], [1.34, -0.04, 0.76], [0.32, 0.44, 1.54], [1.55, 0.69, -0.55], [3.15, -0.98, 0.58], [2.29, -1.16, 2.30], [-0.15, 1.14, 1.00], [2.42, 0.30, -1.17], [0.65, 0.71, -1.18], [1.76, 1.74, -0.38], [-1.31, -1.23, -0.60], [-2.37, -0.27, -0.44], [-1.95, 1.07, -0.66], [-0.70, -1.02, -1.40], [-0.70, -1.17, 0.21], [-3.20, -0.55, -1.12], [-2.67, -0.40, 0.59], [-2.75, 1.61, -0.73]]
}

=====

# 3
{
  "formula": "C5H5FN2",
  "method": "ωB97M-V/def2-TZVPD",
  "charge": 0,
  "relative_energy_ev": 6.0978,
  "lumo_energy_ev": [-0.963, 0.826],
  "orbital_gap_ev": [6.321, 10.497],
  "species": ["C", "C", "C", "C", "C", "N", "N", "F", "H", "H", "H", "H", "H"],
  "positions_angstrom": [[-0.91, -0.93, -0.52], [0.50, -0.59, -0.25], [0.95, 0.92, -0.22], [-1.92, -0.69, 0.30], [1.12, 0.01, 1.01], [-0.09, 1.82, -0.34], [-1.12, 1.96, 0.13], [-3.18, -1.08, 0.09], [-1.20, -1.63, -1.47], [1.25, -1.04, -0.92], [1.87, 1.37, -0.82], [0.51, 0.29, 1.84], [2.22, -0.40, 1.15]]
}

=====

# 4
{
  "formula": "C40H35Cl2F3N2P2S3Zn",
  "method": "ωB97M-V/def2-TZVPD",
  "charge": 0,
  "relative_energy_ev": 1.4726,
  "lumo_energy_ev": 0.498,
  "orbital_gap_ev": 8.500,
  "species": ["Zn", "F", "C", "F", "F", "C", "C", "C", "C", "N", "C", "S", "H", "H", "H", "Cl", "C", "C", "C", "C", "C", "Cl", "C", "S", "H", "H", "H", "C", "S", "C", "C", "C", "N", "P", "C", "C", "C", "C", "C", "C", "C", "C", "C", "C", "C", "C", "P", "C", "C", "C", "C", "C", "C", "C", "C", "C", "C", "C", "C", "H", "H", "H", "H", "H", "H", "H", "H", "H", "H", "H", "H", "H", "H", "H", "H", "H", "H", "H", "H", "H", "H", "H", "H", "H", "H", "H", "H", "H"],
  "positions_angstrom": [[-1.06, 2.11, -1.14], [-7.48, 2.24, -1.18], [-6.31, 1.74, -1.53], [-6.54, 0.96, -2.62], [-6.00, 0.88, -0.52], [-5.23, 2.76, -1.69], [-5.65, 4.12, -1.77], [-4.77, 5.16, -1.83], [-3.47, 4.81, -1.80], [-3.02, 3.57, -1.74], [-3.84, 2.51, -1.60], [-2.97, 0.95, -1.61], [-6.72, 4.31, -1.81], [-5.03, 6.18, -1.87], [-2.70, 5.67, -1.91], [-1.33, 3.86, 1.01], [-0.74, 5.25, 0.14], [-1.13, 6.47, 0.54], [-0.65, 7.61, -0.04], [0.23, 7.49, -1.12], [0.56, 6.23, -1.60], [1.72, 6.23, -2.91], [0.10, 5.03, -1.02], [0.63, 3.49, -1.69], [-1.69, 6.64, 1.42], [-0.90, 8.60, 0.32], [0.62, 8.36, -1.64], [5.11, -3.15, 1.87], [3.77, -4.26, 2.41], [2.63, -3.01, 2.97], [1.32, -2.71, 2.10], [1.69, -2.46, 0.64], [0.70, -1.54, 0.07], [0.87, 0.14, -0.10], [1.14, 0.66, 1.63], [-0.04, 0.74, 2.38], [0.04, 0.93, 3.72], [1.26, 1.07, 4.36], [2.39, 1.07, 3.57], [2.37, 0.83, 2.19], [2.46, 0.38, -0.92], [2.96, -0.57, -1.81], [4.24, -0.32, -2.27], [5.00, 0.79, -2.00], [4.37, 1.81, -1.24], [3.13, 1.55, -0.69], [-0.75, -2.19, -0.68], [-1.47, -3.28, 0.67], [-1.08, -4.60, 0.80], [-1.61, -5.36, 1.82], [-2.49, -4.74, 2.74], [-2.85, -3.40, 2.59], [-2.31, -2.66, 1.53], [-0.34, -3.39, -1.98], [0.88, -3.88, -2.46], [0.95, -4.80, -3.46], [-0.26, -5.40, -3.98], [-1.46, -5.03, -3.43], [-1.52, -4.02, -2.48], [5.14, -2.87, 0.84], [6.05, -3.73, 2.16], [5.15, -2.29, 2.44], [3.26, -2.09, 3.16], [2.29, -3.31, 4.00], [0.92, -1.82, 2.53], [0.55, -3.46, 2.14], [1.71, -3.39, 0.05], [2.67, -2.00, 0.60], [-1.02, 0.53, 1.92], [-0.84, 0.72, 4.30], [1.25, 1.25, 5.41], [3.33, 1.25, 4.05], [3.33, 0.80, 1.61], [2.47, -1.46, -2.09], [4.73, -1.14, -2.70], [5.98, 0.80, -2.53], [4.99, 2.63, -0.90], [2.62, 2.26, -0.01], [-0.42, -5.04, 0.03], [-1.40, -6.44, 1.89], [-2.87, -5.35, 3.55], [-3.53, -2.90, 3.29], [-2.59, -1.62, 1.45], [1.75, -3.47, -2.02], [1.94, -5.09, -3.83], [-0.25, -6.06, -4.87], [-2.36, -5.42, -3.78], [-2.53, -3.72, -2.10]]
}

=====

# 5
{
  "formula": "C3H7NOS2",
  "method": "ωB97M-V/def2-TZVPD",
  "charge": 0,
  "relative_energy_ev": 4.1714,
  "lumo_energy_ev": -0.149,
  "orbital_gap_ev": 7.093,
  "species": ["C", "C", "C", "N", "O", "S", "S", "H", "H", "H", "H", "H", "H", "H"],
  "positions_angstrom": [[-0.04, -1.67, 0.93], [-0.90, 0.95, -0.26], [-2.01, 0.13, 0.41], [1.07, -1.42, 1.01], [2.71, -0.39, -1.46], [2.77, 0.59, -0.07], [-1.68, -1.68, 0.63], [-1.15, 1.98, -0.32], [-0.04, 0.98, 0.44], [-0.73, 0.56, -1.20], [-2.97, 0.18, -0.10], [-2.45, 0.72, 1.37], [3.43, -0.21, -2.06], [1.98, -0.70, 0.67]]
}

=====

# 6
{
  "formula": "C3H5NO2",
  "method": "ωB97M-V/def2-TZVPD",
  "charge": 0,
  "relative_energy_ev": 0.3482,
  "lumo_energy_ev": 0.811,
  "orbital_gap_ev": 10.876,
  "species": ["O", "C", "N", "C", "C", "O", "H", "H", "H", "H", "H"],
  "positions_angstrom": [[2.56, -0.06, -0.36], [1.38, 0.06, -0.17], [0.57, -0.66, 0.69], [-0.79, -0.56, 0.18], [-0.73, 0.90, -0.26], [0.59, 0.96, -0.82], [0.97, -1.47, 1.15], [-0.94, -1.15, -0.73], [-1.57, -0.92, 0.84], [-0.80, 1.66, 0.52], [-1.47, 1.10, -1.04]]
}

=====

# 7
{
  "formula": "C3H7BrO2",
  "method": "ωB97M-V/def2-TZVPD",
  "charge": 0,
  "relative_energy_ev": 5.0824,
  "lumo_energy_ev": 0.768,
  "orbital_gap_ev": 9.481,
  "species": ["C", "C", "C", "O", "O", "Br", "H", "H", "H", "H", "H", "H", "H"],
  "positions_angstrom": [[0.88, -1.39, 0.02], [-0.10, -0.19, 2.52], [-0.43, -0.95, 0.59], [-0.61, 0.90, -0.82], [-1.20, -0.16, -0.13], [1.05, 1.25, 2.18], [1.26, -2.05, 0.78], [0.65, -1.98, -0.90], [1.72, -0.64, -0.26], [-1.07, 0.09, 3.01], [0.46, -0.93, 3.15], [-1.16, -1.84, 0.82], [-0.19, 1.56, -0.24]]
}

=====

# 8
{
  "formula": "C19H64O13",
  "method": "ωB97M-V/def2-TZVPD",
  "charge": 0,
  "relative_energy_ev": 4.5681,
  "lumo_energy_ev": -0.300,
  "orbital_gap_ev": 9.237,
  "species": ["C", "C", "O", "H", "H", "H", "H", "H", "H", "C", "C", "O", "H", "H", "H", "H", "H", "H", "C", "C", "O", "H", "H", "H", "H", "H", "H", "C", "C", "O", "H", "H", "H", "H", "H", "H", "C", "C", "O", "H", "H", "H", "H", "H", "H", "C", "C", "O", "H", "H", "H", "H", "H", "H", "C", "O", "H", "H", "H", "H", "C", "O", "H", "H", "H", "H", "C", "O", "H", "H", "H", "H", "C", "O", "H", "H", "H", "H", "C", "O", "H", "H", "H", "H", "C", "O", "H", "H", "H", "H", "C", "O", "H", "H", "H", "H"],
  "positions_angstrom": [[-4.81, -15.69, 21.53], [-5.71, -14.49, 21.28], [-5.14, -13.61, 20.31], [-4.33, -15.91, 20.61], [-5.43, -16.49, 21.80], [-4.09, -15.45, 22.32], [-6.13, -13.90, 22.19], [-6.65, -14.96, 20.82], [-4.86, -14.07, 19.52], [-8.36, -13.00, 19.23], [-8.63, -13.38, 17.70], [-8.94, -12.15, 17.09], [-7.55, -12.25, 19.14], [-8.13, -13.85, 19.87], [-9.13, -12.49, 19.65], [-9.41, -14.07, 17.44], [-7.71, -13.82, 17.33], [-9.02, -12.30, 16.18], [-5.71, -10.58, 17.47], [-5.00, -11.92, 17.13], [-4.09, -11.53, 16.25], [-5.11, -9.76, 17.93], [-6.60, -10.65, 18.07], [-6.04, -10.06, 16.56], [-5.83, -12.40, 16.68], [-4.49, -12.54, 17.93], [-3.35, -12.12, 16.14], [-7.09, -7.29, 17.31], [-5.79, -7.13, 18.03], [-5.81, -7.68, 19.33], [-7.86, -6.71, 17.73], [-7.40, -8.31, 17.47], [-7.09, -6.98, 16.27], [-5.42, -6.12, 18.05], [-5.02, -7.67, 17.45], [-4.99, -7.39, 19.66], [-6.74, -13.82, 13.48], [-5.55, -12.86, 13.20], [-5.83, -12.32, 11.93], [-6.65, -14.18, 14.54], [-6.74, -14.68, 12.82], [-7.72, -13.32, 13.26], [-4.62, -13.43, 13.12], [-5.44, -12.08, 13.98], [-5.53, -11.41, 11.88], [-7.75, -9.94, 14.45], [-6.42, -9.37, 13.86], [-6.19, -9.60, 12.51], [-8.69, -9.53, 14.09], [-7.77, -9.56, 15.40], [-7.72, -11.01, 14.42], [-5.53, -9.75, 14.41], [-6.52, -8.27, 13.94], [-5.45, -9.07, 12.18], [-2.68, -9.93, 13.60], [-2.83, -10.98, 12.59], [-1.74, -9.91, 14.16], [-3.46, -9.93, 14.37], [-2.84, -8.95, 13.08], [-3.08, -11.77, 13.09], [-1.36, -13.69, 13.01], [-2.15, -13.30, 14.10], [-1.49, -14.71, 12.77], [-0.29, -13.62, 13.04], [-1.70, -13.30, 12.01], [-1.76, -13.60, 14.95], [-3.94, -10.34, 20.61], [-3.73, -11.06, 21.79], [-3.18, -9.64, 20.47], [-4.86, -9.79, 20.54], [-3.90, -10.94, 19.74], [-4.26, -11.87, 21.83], [-1.40, -12.56, 17.85], [-1.70, -13.59, 17.04], [-1.86, -11.65, 17.51], [-0.35, -12.45, 17.60], [-1.57, -12.68, 18.91], [-1.02, -14.28, 17.08], [-4.27, -15.09, 16.64], [-4.14, -14.95, 18.08], [-5.25, -14.90, 16.33], [-4.09, -16.09, 16.31], [-3.67, -14.39, 16.08], [-3.20, -15.10, 18.28], [-2.37, -8.90, 16.67], [-2.26, -7.94, 17.69], [-1.82, -9.81, 16.88], [-2.07, -8.35, 15.74], [-3.38, -9.13, 16.40], [-3.12, -7.61, 17.84], [-7.18, -10.95, 21.85], [-8.54, -11.33, 21.86], [-6.60, -11.80, 22.02], [-7.05, -10.20, 22.61], [-6.84, -10.54, 20.94], [-8.55, -12.06, 21.29]]
}

=====

Q: Number 2 is which compound?
A: C4H11NO2